Record 1
C12H10BrN2NaO2 as an isolated structure. Source: OMol25; level of theory: the ωB97M-V functional and the def2-TZVPD basis.

XYZ file:
```
28
Properties=species:S:1:pos:R:3:forces:R:3
Na 1.566 -1.170 0.501 0.18 -0.01 0.09
Br 0.457 1.071 2.118 -0.19 -0.20 -0.06
C -1.398 0.634 2.499 0.14 0.17 0.03
C -2.040 1.672 3.165 0.09 0.05 -0.01
C -3.365 1.541 3.531 -0.05 -0.06 -0.01
C -4.038 0.364 3.233 0.01 0.04 0.01
C -3.374 -0.652 2.575 0.02 0.00 -0.01
C -2.035 -0.555 2.181 -0.02 -0.14 -0.05
C -1.481 -1.797 1.438 -0.10 -0.09 -0.07
O -2.230 -2.765 1.377 0.00 0.00 0.05
O -0.322 -1.701 0.944 -0.12 0.16 0.14
H -1.497 2.579 3.394 0.00 0.00 0.00
H -3.861 2.353 4.047 -0.01 0.00 0.01
H -5.075 0.236 3.512 -0.01 0.02 0.01
H -3.866 -1.584 2.332 0.00 -0.01 0.00
N 1.379 1.558 -1.577 -0.01 -0.04 0.03
C 2.053 0.577 -2.253 0.01 -0.04 -0.05
C 2.410 0.752 -3.600 0.03 -0.02 -0.04
C 3.119 -0.240 -4.235 -0.06 0.07 0.09
C 3.466 -1.392 -3.531 0.03 -0.08 0.00
C 3.073 -1.479 -2.216 0.08 0.02 -0.12
N 2.387 -0.525 -1.574 -0.02 0.11 -0.02
H 0.897 2.249 -2.125 0.00 0.00 0.01
H 0.915 1.301 -0.718 -0.01 0.04 0.00
H 2.124 1.657 -4.117 0.00 0.01 0.00
H 3.402 -0.125 -5.273 0.00 0.01 -0.01
H 4.018 -2.197 -3.994 0.00 0.00 0.00
H 3.316 -2.362 -1.634 0.01 -0.01 -0.01
```
Forces are in eV/Å.

The lowest unoccupied orbital energy is -0.006 hartree. As for the highest occupied orbital energy: -0.3134 Eh. The HOMO-LUMO gap comes out at 8.37 eV.

Mulliken population analysis, charges in e, atoms 1 to 8: Na 0.962; Br -0.302; C 0.469; C -0.611; C -0.370; C -0.608; C -0.399; C 0.271

---

Record 2
A 7-piece molecular cluster, C12H10Cl26NS overall. Source: OMol25; level of theory: the ωB97M-V functional and the def2-TZVPD basis.

XYZ file:
```
50
Properties=species:S:1:pos:R:3:forces:R:3
C -2.528 -2.090 3.332 -0.10 0.09 -0.04
C -2.204 -1.084 2.277 0.55 -0.08 0.55
Cl -3.302 -1.104 0.920 -0.27 0.08 -0.33
C -1.223 -0.168 2.239 -0.84 -0.01 -0.93
Cl -0.152 -0.272 3.858 0.52 -0.04 0.52
N -0.916 0.746 1.388 0.16 0.12 0.30
C -0.087 0.351 0.291 0.08 0.17 -0.51
C -0.076 1.474 -0.742 -0.44 -0.02 0.33
C -1.520 1.765 -1.173 0.16 -0.11 -0.24
S -2.306 3.182 -0.371 -0.17 0.42 -0.15
H -3.072 -2.919 2.891 -0.06 -0.17 -0.05
H -3.159 -1.655 4.108 -0.09 0.00 0.14
H -1.629 -2.469 3.803 0.13 -0.04 0.08
H -0.458 -0.534 -0.255 -0.14 -0.24 0.21
H 0.926 0.095 0.615 0.18 0.04 -0.20
H 0.342 2.374 -0.302 0.19 0.15 -0.05
H 0.521 1.198 -1.604 0.21 -0.09 -0.24
H -2.131 0.887 -0.985 -0.10 -0.11 0.06
H -1.562 1.992 -2.236 -0.02 0.01 -0.15
H -1.497 3.278 0.680 0.06 -0.24 0.27
C -5.784 -4.237 -0.467 0.01 0.03 -0.02
Cl -4.772 -4.994 -1.705 0.03 -0.02 -0.03
Cl -5.046 -4.461 1.112 0.01 0.00 0.04
Cl -5.956 -2.523 -0.819 -0.04 0.02 -0.01
Cl -7.384 -5.003 -0.480 -0.05 -0.03 -0.01
C 3.627 -2.306 0.896 -0.09 0.06 0.11
Cl 2.558 -1.467 1.999 -0.03 -0.15 0.19
Cl 4.805 -3.268 1.808 0.08 -0.03 0.01
Cl 2.687 -3.379 -0.147 0.06 0.03 0.00
Cl 4.496 -1.121 -0.089 -0.06 -0.05 -0.20
C 3.534 3.089 0.823 -0.04 -0.03 0.01
Cl 3.927 2.450 -0.783 0.00 -0.03 -0.04
Cl 2.271 2.137 1.560 0.09 0.10 0.20
Cl 4.998 3.046 1.827 -0.03 0.08 0.02
Cl 3.001 4.767 0.647 0.00 0.06 0.02
C 0.638 -2.357 -3.726 0.04 0.01 0.05
Cl 0.855 -2.780 -5.433 -0.01 -0.01 -0.06
Cl 0.508 -3.838 -2.775 -0.08 -0.09 -0.01
Cl 2.036 -1.436 -3.174 0.01 0.09 0.02
Cl -0.827 -1.403 -3.532 -0.02 0.05 0.04
C 8.429 -0.472 1.627 -0.04 -0.03 0.00
Cl 8.673 -0.865 -0.079 0.01 -0.02 -0.04
Cl 8.446 -1.962 2.577 0.00 -0.02 0.02
Cl 9.742 0.581 2.176 0.03 0.03 0.01
Cl 6.889 0.347 1.824 0.13 0.03 0.09
C -5.259 5.279 -2.873 0.02 -0.02 0.01
Cl -4.487 3.772 -3.359 0.01 -0.03 -0.01
Cl -7.018 5.071 -2.895 -0.05 0.00 0.00
Cl -4.737 5.725 -1.258 -0.04 0.05 0.02
Cl -4.817 6.559 -4.016 0.01 0.03 -0.03
```
Forces are in eV/Å.

As for the energy above the lowest of the compared OMol25 structures with the same formula, charge and spin: 0.000 eV. The lowest unoccupied orbital energy is 0.063 hartree. As for the highest occupied orbital energy: -0.1478 Eh. Its charge is -1. The HOMO-LUMO gap comes out at 5.74 eV.

Mulliken population analysis, charges in e, atoms 1 to 8: C -0.976; C 0.193; Cl -0.155; C 0.080; Cl -0.400; N -0.367; C -0.038; C -0.595

---

Record 3
A single C12H10ClN3O2 molecule. Source: OMol25; level of theory: the ωB97M-V functional and the def2-TZVPD basis.

XYZ file:
```
28
Properties=species:S:1:pos:R:3:forces:R:3
O -3.531 2.257 3.865 0.86 -0.45 1.40
Cl -2.360 -0.049 -2.015 0.39 -0.03 1.23
N 2.744 -1.192 -3.505 -0.18 -0.70 2.02
O -5.759 1.151 3.335 -1.07 -2.76 -4.03
C -3.401 1.222 3.208 -1.45 3.62 -1.63
C 2.718 -0.862 -2.162 -0.37 -0.27 -0.06
C 4.014 -0.716 -1.661 2.02 0.09 -0.27
C 4.894 -0.896 -2.723 -2.48 -1.67 -0.36
C -2.218 1.141 2.317 0.47 -3.69 -3.01
C -2.103 0.278 1.208 0.99 2.67 3.05
C 1.578 -0.294 0.174 0.42 -1.24 -0.80
C 0.232 -0.350 -1.776 1.84 -0.52 -1.34
C 0.482 0.175 0.938 -0.73 -0.29 0.10
C -0.884 -0.183 -0.995 -0.51 1.20 0.39
C 1.529 -0.635 -1.231 -2.04 2.09 -0.01
C -0.829 0.152 0.417 -0.62 -0.93 -1.99
N 4.044 -1.347 -3.798 2.27 2.51 3.20
N -4.558 0.598 2.897 0.93 -2.07 -0.71
H -5.679 1.664 4.084 1.61 1.74 2.64
H 4.376 -0.595 -0.627 -0.59 0.36 -0.76
H 5.985 -0.865 -2.693 -0.54 -0.26 -0.53
H -1.412 1.825 2.484 0.14 0.32 0.55
H -2.958 -0.338 0.992 0.16 -0.40 -0.55
H 2.466 -0.637 0.699 0.12 0.78 0.16
H 0.169 -0.205 -2.889 -0.19 -0.68 1.27
H 0.549 0.520 2.002 0.43 -0.78 -1.05
H 4.476 -1.798 -4.580 -0.87 0.10 -0.82
H -4.564 -0.019 2.034 -1.00 1.29 1.89
```
Forces are in eV/Å.

As for the energy above the lowest of the compared OMol25 structures with the same formula, charge and spin: 4.813 eV. The lowest unoccupied orbital energy is -0.021 hartree. As for the highest occupied orbital energy: -0.3145 Eh. The HOMO-LUMO gap comes out at 8.00 eV. The SMILES is O=C(/C=C/c1ccc(-c2cc[nH]n2)cc1Cl)NO.

Mulliken population analysis, charges in e, atoms 1 to 8: O -0.662; Cl -0.236; N -0.699; O -0.381; C 0.393; C 0.359; C -0.229; C -0.632

---

Record 4
C12H10ClNSe2Te2Ti as an isolated structure. Source: OMol25; level of theory: the ωB97M-V functional and the def2-TZVPD basis.

XYZ file:
```
29
Properties=species:S:1:pos:R:3:forces:R:3
Ti -1.711 -0.181 -2.261 0.55 2.49 0.65
Se -2.000 -2.388 -1.400 -0.57 -1.23 0.63
Te -6.559 -1.750 -0.705 0.31 -0.05 0.17
Te -4.129 -0.924 -1.635 -1.59 -1.04 0.15
Se -2.397 2.043 -1.823 0.57 -0.29 -0.33
N -1.727 0.329 0.955 0.28 0.26 -0.08
C -0.632 -0.035 1.672 0.22 -0.08 0.21
C -0.781 -0.490 2.996 0.01 -0.04 -0.02
C 0.306 -0.850 3.772 0.09 0.05 -0.16
C 1.588 -0.773 3.234 -0.13 0.03 -0.09
C 1.732 -0.364 1.911 -0.09 -0.05 0.11
C 0.657 0.015 1.099 0.12 -0.15 -0.13
C 0.963 0.384 -0.332 -0.06 -0.29 0.06
C 2.158 1.084 -0.511 -0.04 0.11 0.09
C 2.738 1.283 -1.755 0.06 0.07 0.13
C 2.116 0.762 -2.864 -0.38 -0.23 -0.25
C 0.865 0.153 -2.720 0.57 -0.07 0.60
C 0.223 -0.033 -1.479 0.71 0.66 -0.12
H -2.586 0.372 1.451 -0.64 -0.11 0.27
H -1.639 1.100 0.305 0.00 -0.04 -0.46
H -1.787 -0.549 3.405 0.09 0.03 -0.04
H 0.155 -1.188 4.792 -0.01 0.01 -0.03
H 2.457 -1.047 3.821 -0.04 -0.02 -0.04
H 2.726 -0.370 1.479 -0.03 0.00 -0.03
H 2.644 1.510 0.359 0.03 -0.06 0.03
H 3.671 1.828 -1.844 0.01 0.02 0.02
H 2.569 0.844 -3.844 0.00 0.04 -0.08
H 0.406 -0.222 -3.620 -0.23 0.02 -0.28
Cl -2.025 -0.544 -4.459 0.21 -0.03 -0.99
```
Forces are in eV/Å.

As for the energy above the lowest of the compared OMol25 structures with the same formula, charge and spin: 2.323 eV. The lowest unoccupied orbital energy is 0.157 hartree. As for the highest occupied orbital energy: -0.0159 Eh. Its charge is -2. The HOMO-LUMO gap comes out at 4.69 eV.

Mulliken population analysis, charges in e, atoms 1 to 8: Ti -0.099; Se -0.557; Te -0.598; Te 0.250; Se -0.703; N -0.043; C 0.676; C -0.824

---

Record 5
C12H10N2O5Sr as an isolated structure. Source: OMol25; level of theory: the ωB97M-V functional and the def2-TZVPD basis.

XYZ file:
```
30
Properties=species:S:1:pos:R:3:forces:R:3
Sr 0.590 0.529 -0.881 -0.03 0.06 -0.26
O 0.099 -0.412 -4.614 0.74 0.99 4.27
C 0.282 -0.150 -3.508 -0.83 -1.13 -4.83
C 2.135 0.327 1.278 1.72 -0.85 4.39
O 2.509 0.078 2.336 -1.25 0.90 -3.80
C 1.634 3.003 -1.106 1.88 4.79 -0.41
O 2.057 4.068 -1.199 -1.61 -4.11 0.36
C 1.525 -1.963 -0.624 1.16 -4.55 1.36
O 1.784 -3.023 -0.258 -0.92 3.90 -1.38
C 5.159 -0.100 -2.811 -0.12 0.08 0.42
H 5.002 -1.080 -3.276 0.17 0.36 0.22
H 5.020 0.772 -3.463 0.16 -0.34 0.30
C 5.523 0.029 -1.526 -0.47 -0.05 -0.23
H 5.680 1.010 -1.063 0.06 -0.37 -0.28
H 5.668 -0.842 -0.873 0.04 0.33 -0.37
N -5.382 0.942 1.080 1.03 -0.19 -0.26
C -4.139 0.940 0.516 -1.46 0.91 -0.57
O -3.896 1.626 -0.480 0.37 -0.91 0.98
C -3.064 0.089 1.136 0.82 0.04 -0.30
C -3.171 -0.726 2.272 0.28 0.05 -0.24
C -2.051 -1.432 2.724 0.49 0.07 -0.35
C -0.838 -1.299 2.038 -0.75 0.29 -0.09
N -0.731 -0.509 0.946 -0.41 0.09 -0.10
C -1.812 0.160 0.494 -0.33 -0.77 1.20
H -6.071 1.518 0.622 -0.03 -0.02 0.07
H -5.659 0.410 1.891 0.09 0.08 -0.16
H -4.114 -0.826 2.809 0.25 0.05 -0.15
H -2.082 -2.089 3.594 -0.14 0.27 -0.26
H 0.054 -1.835 2.363 -0.23 0.20 -0.12
H -1.709 0.786 -0.417 -0.67 -0.18 0.58
```
Forces are in eV/Å.

As for the energy above the lowest of the compared OMol25 structures with the same formula, charge and spin: 0.000 eV. The lowest unoccupied orbital energy is -0.292 hartree. As for the highest occupied orbital energy: -0.5658 Eh. Its charge is +2. The HOMO-LUMO gap comes out at 7.44 eV.

Mulliken population analysis, charges in e, atoms 1 to 8: Sr 2.121; O 0.103; C -0.213; C 0.079; O -0.022; C -0.226; O 0.101; C 0.113

---

Record 6
C12H10N3OSbSe4V as an isolated structure. Source: OMol25; level of theory: the ωB97M-V functional and the def2-TZVPD basis.

XYZ file:
```
32
Properties=species:S:1:pos:R:3:forces:R:3
V -0.217 -0.422 -0.807 -1.00 0.02 0.17
O 2.050 2.371 0.302 -0.27 0.12 -0.06
C 1.414 1.646 -0.450 0.82 0.37 -0.01
N 0.083 1.526 -0.601 -0.04 -1.07 0.41
C -0.718 2.067 0.486 -0.14 0.42 -0.01
C -1.130 0.999 1.473 0.20 0.14 0.36
C -1.728 1.323 2.680 -0.08 -0.07 -0.09
C -2.038 0.313 3.573 0.03 -0.06 -0.08
C -1.742 -1.006 3.252 0.06 0.07 -0.05
C -1.145 -1.265 2.038 -0.16 -0.16 0.12
N -0.843 -0.282 1.181 0.34 0.11 -0.67
C 2.230 0.677 -1.284 0.48 0.46 -0.07
C 3.414 1.074 -1.880 0.13 -0.24 -0.03
C 4.176 0.107 -2.517 -0.09 0.01 0.04
C 3.745 -1.217 -2.519 -0.07 0.06 0.05
C 2.549 -1.530 -1.906 0.05 -0.15 -0.11
N 1.810 -0.590 -1.308 -0.61 0.18 0.04
H -1.624 2.516 0.076 0.02 0.02 0.05
H -0.142 2.830 1.018 -0.11 0.00 -0.02
H -1.955 2.356 2.900 0.01 0.03 0.00
H -2.512 0.551 4.516 -0.01 0.00 0.02
H -1.990 -1.820 3.915 -0.01 -0.02 -0.01
H -0.935 -2.276 1.707 0.00 0.08 0.06
H 3.719 2.108 -1.819 -0.01 0.00 0.02
H 5.102 0.376 -3.004 0.03 0.00 -0.01
H 4.321 -1.993 -2.999 0.01 -0.02 0.00
H 2.147 -2.536 -1.895 0.02 0.04 -0.01
Se -3.892 -3.096 0.792 -0.06 -0.07 0.15
Sb -3.718 -1.527 -0.975 -0.01 -0.22 -0.45
Se -5.241 -2.203 -2.874 0.08 0.03 0.17
Se -3.773 0.855 -0.942 0.16 0.24 0.15
Se -1.417 -1.929 -2.129 0.25 -0.32 -0.14
```
Forces are in eV/Å.

The lowest unoccupied orbital energy (spin up / spin down) is -0.052 / -0.067 hartree. As for the highest occupied orbital energy (spin up / spin down): -0.2841 / -0.2840 Eh. The spin multiplicity is 4. The HOMO-LUMO gap (spin up / spin down) comes out at 6.33 / 5.89 eV.

Mulliken population analysis, charges in e, atoms 1 to 8: V 0.460; O -0.639; C 0.603; N -0.567; C -0.706; C 0.851; C -1.013; C -0.143

---

Record 7
C12H10N6O7PtS3 as an isolated structure. Source: OMol25; level of theory: the ωB97M-V functional and the def2-TZVPD basis.

XYZ file:
```
39
Properties=species:S:1:pos:R:3:forces:R:3
Pt -1.214 0.966 -0.758 -0.77 -0.17 -0.13
N -1.193 1.375 3.499 -0.01 0.03 0.02
C -1.245 0.998 2.217 -0.01 0.05 -0.15
S -1.714 2.246 1.074 0.25 0.10 0.07
N -1.014 -0.269 1.946 -0.05 -0.11 0.28
N -1.105 -0.536 0.634 -0.08 0.37 -0.18
C -1.139 -1.727 0.172 0.04 0.02 0.13
C -1.195 -1.890 -1.274 -0.03 -0.17 -0.09
C -1.310 -3.133 -1.873 0.00 -0.01 0.00
C -1.367 -3.212 -3.258 0.00 0.01 0.01
C -1.313 -2.050 -4.005 0.00 0.01 0.04
C -1.201 -0.835 -3.342 0.02 -0.02 -0.09
N -1.136 -0.769 -2.021 0.34 0.22 0.02
H -1.265 2.344 3.750 -0.01 -0.02 0.01
H -1.004 0.687 4.208 0.01 0.00 -0.02
H -1.115 -2.577 0.844 0.01 0.01 0.01
H -1.366 -4.020 -1.257 -0.01 0.01 0.00
H -1.462 -4.173 -3.745 0.00 0.00 0.01
H -1.360 -2.067 -5.083 0.00 0.01 0.00
H -1.172 0.111 -3.865 -0.01 0.00 0.00
O 4.524 1.736 -2.767 -0.03 0.21 0.15
C 4.388 0.442 -2.962 0.09 -0.21 0.06
O 5.105 -0.178 -3.711 -0.10 0.06 -0.02
C 3.330 -0.291 -2.191 -0.15 0.25 -0.06
C 3.309 -1.660 -2.209 0.01 -0.07 0.08
N 2.283 -2.039 -1.429 0.02 -0.35 -0.01
N 1.611 -1.018 -0.903 -0.10 0.39 0.00
C 2.218 0.066 -1.366 0.06 0.06 0.06
C 1.798 1.453 -0.961 0.07 0.00 -0.19
O 2.627 2.344 -1.085 0.18 0.08 0.05
O 0.631 1.734 -0.473 0.38 -0.76 -0.01
H 3.899 2.059 -2.061 -0.05 -0.10 -0.16
H 3.961 -2.351 -2.714 0.00 -0.01 0.01
H 2.015 -2.978 -1.187 0.01 0.03 -0.02
O -4.470 1.806 -2.899 0.12 0.04 -0.12
S -3.543 2.086 -1.851 -0.26 -0.12 -0.05
O -3.857 3.110 -0.903 -0.14 0.02 -0.05
O -3.199 0.745 -1.116 0.29 -0.03 0.14
S -1.600 2.429 -2.521 -0.11 0.18 0.23
```
Forces are in eV/Å.

As for the energy above the lowest of the compared OMol25 structures with the same formula, charge and spin: 0.848 eV. The lowest unoccupied orbital energy is -0.060 hartree. As for the highest occupied orbital energy: -0.3419 Eh. The HOMO-LUMO gap comes out at 7.66 eV.

Mulliken population analysis, charges in e, atoms 1 to 8: Pt 2.051; N -0.392; C 0.733; S -0.442; N -1.603; N 0.436; C -0.389; C 0.843

---

Number 1: strongest force on any atom 0.0055 Eh/bohr. Number 2: strongest force on any atom 0.0243 Eh/bohr. Number 3: strongest force on any atom 0.0973 Eh/bohr. Number 4: strongest force on any atom 0.0511 Eh/bohr. Number 5: strongest force on any atom 0.1004 Eh/bohr. Number 6: strongest force on any atom 0.0223 Eh/bohr. Number 7: strongest force on any atom 0.0165 Eh/bohr.